Record 1
Density functional theory data (ωB97M-V with the def2-TZVPD basis set) for 5 unconnected molecules or ions with the total composition C10H22F5N4O9P.

Geometry as XYZ:
```
51
C10H22F5N4O9P (ωB97M-V with the def2-TZVPD basis set)
C 5.259 2.268 0.717
O 4.834 1.931 -0.592
C 4.507 0.578 -0.829
C 3.023 0.364 -1.151
C 2.105 0.354 0.091
P 0.357 0.803 -0.279
C 0.228 2.599 0.231
F 0.613 2.861 1.521
F -1.093 2.949 0.139
C 1.014 3.586 -0.657
F 0.841 3.315 -1.953
F 0.593 4.840 -0.442
F 2.311 3.533 -0.384
H 6.339 2.465 0.723
H 5.031 1.473 1.437
H 4.743 3.179 1.042
H 4.799 -0.047 0.028
H 5.097 0.230 -1.689
H 2.706 1.106 -1.891
H 2.958 -0.622 -1.633
H 2.521 0.921 0.931
H 2.003 -0.681 0.447
H -0.251 0.325 0.898
C -1.711 -1.758 3.449
N -0.743 -2.459 2.561
O 0.328 -1.927 2.350
O -1.097 -3.522 2.100
H -1.261 -0.829 3.778
H -2.612 -1.588 2.867
H -1.922 -2.422 4.281
C -1.384 -6.268 0.535
N -1.010 -6.969 -0.722
O -1.027 -6.327 -1.755
O -0.714 -8.142 -0.638
H -1.607 -5.237 0.298
H -2.251 -6.779 0.941
H -0.540 -6.339 1.214
C -0.824 7.342 -1.469
N -1.612 8.591 -1.656
O -2.811 8.489 -1.804
O -0.992 9.634 -1.646
H -1.504 6.500 -1.499
H -0.094 7.297 -2.271
H -0.322 7.416 -0.509
C -5.249 -4.343 -1.481
N -4.631 -5.181 -0.418
O -4.134 -4.622 0.539
O -4.651 -6.381 -0.585
H -5.150 -3.303 -1.196
H -4.721 -4.561 -2.404
H -6.290 -4.643 -1.561
```

Output
- E: -2130.68897 a.u.
- Molar mass: 468.27 g/mol
- Highest occupied orbital energy: -0.3633 hartree
- Frontier orbital gap: 9.618 eV

Population analysis type Löwdin, resulting atomic charges in e: C -0.107; O -0.191; C -0.244; C -0.230; C -0.406; P 1.046; C -0.618; F 0.056; F 0.040; C -0.611; F 0.149; F 0.153; F 0.173; H 0.086; H 0.082; H 0.082; H 0.120; H 0.122; H 0.098; H 0.112; H 0.082; H 0.067; H -0.051; C 0.051; N -0.441; O 0.048; O 0.064; H 0.094; H 0.102; H 0.102; C 0.023; N -0.449; O 0.055; O 0.063; H 0.062; H 0.095; H 0.100; C 0.030; N -0.456; O 0.067; O 0.062; H 0.091; H 0.102; H 0.096; C 0.051; N -0.443; O 0.051; O 0.070; H 0.093; H 0.104; H 0.101

***

Record 2
Density functional theory data (ωB97M-V with the def2-TZVPD basis set) for 12 unconnected molecules or ions with the total composition C24H76N20O12 at a distorted geometry.

Geometry as XYZ:
```
132
C24H76N20O12 (ωB97M-V with the def2-TZVPD basis set)
C -3.820 8.881 22.281
O -4.330 9.898 22.507
N -2.969 8.314 23.067
N -4.121 8.210 21.204
H -2.914 7.326 22.866
H -2.770 8.742 23.960
H -4.791 8.732 20.658
H -3.712 7.300 21.044
C -7.136 13.441 19.348
O -8.164 13.736 18.844
N -5.896 13.871 19.188
N -7.171 12.787 20.503
H -5.708 14.205 18.253
H -5.132 13.491 19.730
H -8.049 12.325 20.691
H -6.321 12.636 21.028
C -7.762 10.368 23.557
O -8.907 10.488 23.795
N -7.399 9.470 22.698
N -6.750 11.060 23.960
H -6.431 9.311 22.455
H -8.046 8.791 22.324
H -7.021 11.750 24.647
H -5.815 10.770 23.712
C -10.028 12.467 15.983
O -10.561 12.328 14.871
N -10.413 11.849 17.031
N -8.952 13.120 16.164
H -11.121 11.130 17.082
H -10.037 12.031 17.951
H -8.702 13.356 17.114
H -8.786 13.805 15.441
C -10.954 8.822 15.725
O -11.623 9.228 16.718
N -10.218 7.722 15.635
N -10.604 9.546 14.719
H -10.303 7.122 16.443
H -9.640 7.604 14.815
H -9.692 9.289 14.370
H -10.804 10.535 14.682
C -6.616 2.861 17.486
O -7.178 3.687 16.768
N -7.136 2.575 18.633
N -5.445 2.397 17.463
H -6.484 2.232 19.324
H -8.019 3.011 18.854
H -4.893 2.733 16.687
H -5.202 1.671 18.121
C -11.294 11.367 20.469
O -11.819 12.375 20.845
N -10.076 11.403 20.142
N -11.843 10.193 20.334
H -9.493 10.599 19.954
H -9.676 12.329 20.187
H -12.782 9.979 20.637
H -11.247 9.411 20.104
C -4.778 6.700 17.430
O -4.286 7.833 17.432
N -4.338 5.608 17.973
N -5.842 6.375 16.770
H -4.737 4.727 17.680
H -3.499 5.634 18.534
H -6.369 7.205 16.539
H -6.166 5.419 16.810
C -8.189 6.340 18.996
C -8.346 7.755 19.587
C -7.307 8.741 18.974
O -7.384 8.610 17.587
C -6.971 9.803 16.903
N -9.729 8.106 19.554
H -8.674 5.690 19.724
H -7.114 6.198 18.884
H -8.598 6.288 17.986
H -8.098 7.615 20.640
H -6.412 8.448 19.524
H -7.486 9.734 19.386
H -6.704 9.576 15.871
H -6.127 10.312 17.368
H -7.915 10.344 16.832
H -10.187 7.238 19.793
H -9.758 8.140 18.545
C -12.254 5.850 19.525
C -12.606 4.957 20.722
C -11.326 4.755 21.619
O -10.747 6.057 21.842
C -9.512 5.820 22.471
N -13.758 5.599 21.371
H -12.132 6.884 19.847
H -13.129 5.998 18.892
H -11.647 5.484 18.696
H -12.887 3.981 20.325
H -10.663 4.014 21.171
H -11.606 4.227 22.531
H -8.819 5.162 21.947
H -9.822 5.303 23.379
H -9.057 6.729 22.866
H -13.518 5.961 22.283
H -14.446 4.917 21.659
C -9.265 10.270 11.257
C -7.919 10.786 11.744
C -7.645 12.171 11.319
O -6.398 12.508 11.920
C -6.101 13.850 11.601
N -7.894 10.817 13.176
H -9.349 9.188 11.358
H -9.599 10.512 10.248
H -10.079 10.742 11.807
H -7.110 10.117 11.450
H -8.425 12.828 11.705
H -7.493 12.181 10.240
H -6.907 14.551 11.819
H -5.695 14.019 10.603
H -5.311 14.029 12.330
H -8.734 11.276 13.499
H -7.065 11.194 13.613
C -2.302 12.806 17.493
C -2.381 11.323 17.112
C -0.997 10.701 16.785
O -0.464 11.080 15.569
C 0.919 10.605 15.311
N -3.053 10.522 18.165
H -1.922 12.987 18.498
H -3.277 13.293 17.532
H -1.676 13.435 16.860
H -3.023 11.057 16.272
H -1.192 9.628 16.770
H -0.321 10.925 17.610
H 1.075 10.095 14.360
H 1.095 9.747 15.960
H 1.636 11.413 15.449
H -3.121 9.527 18.004
H -4.006 10.818 18.318
```

Output
- Net charge: +1
- E: -2957.72875 a.u.
- 2S+1: 2
- Molar mass: 837.00 g/mol
- Highest occupied orbital energy (alpha / beta): -0.3762 / -0.3762 hartree
- Frontier orbital gap (alpha / beta): 7.376 / 2.209 eV

Atomic partial charges in e from the Löwdin method, atoms 1 to 99: C -0.854; O 0.067; N 0.199; N 0.186; H 0.117; H 0.139; H 0.087; H 0.114; C -0.744; O 0.084; N 0.167; N 0.175; H 0.111; H 0.100; H 0.081; H 0.104; C -0.853; O 0.093; N 0.171; N 0.184; H 0.064; H 0.083; H 0.129; H 0.073; C -0.785; O -0.019; N 0.220; N 0.182; H 0.091; H 0.081; H 0.055; H 0.125; C -0.696; O -0.022; N 0.155; N 0.177; H 0.095; H 0.113; H 0.080; H 0.062; C -0.800; O 0.021; N 0.172; N 0.177; H 0.116; H 0.124; H 0.140; H 0.136; C -0.833; O 0.064; N 0.155; N 0.198; H 0.086; H 0.089; H 0.125; H 0.052; C -0.752; O -0.014; N 0.184; N 0.195; H 0.083; H 0.118; H 0.107; H 0.072; C -0.032; C -0.424; C -0.197; O -0.203; C -0.052; N 0.087; H 0.066; H 0.063; H 0.080; H 0.101; H 0.090; H 0.107; H 0.085; H 0.066; H 0.090; H 0.032; H 0.068; C -0.087; C -0.381; C -0.183; O -0.185; C -0.129; N 0.046; H 0.065; H 0.079; H 0.076; H 0.132; H 0.111; H 0.119; H 0.081; H 0.089; H 0.084; H 0.071; H 0.069; C -0.046

***

Record 3
Density functional theory data (ωB97M-V with the def2-TZVPD basis set) for 2 unconnected molecules or ions with the total composition CH5O3PSi at a distorted geometry.

Geometry as XYZ:
```
11
CH5O3PSi (ωB97M-V with the def2-TZVPD basis set)
C -2.555 2.188 -1.515
O -3.714 -0.008 -0.362
O -6.154 -0.983 -0.122
O -2.374 1.376 1.222
Si -4.665 -1.275 0.228
P -2.615 0.998 -0.213
H -1.612 2.660 -1.588
H -2.755 1.749 -2.501
H -4.246 -1.017 1.754
H -4.166 -2.594 -0.404
H 6.741 5.546 4.987
```

Output
- Net charge: -2
- E: -897.62799 a.u.
- Molar mass: 124.11 g/mol
- Highest occupied orbital energy: 0.0633 hartree
- Frontier orbital gap: 2.384 eV

Population analysis type Löwdin, resulting atomic charges in e: C -0.193; O -0.420; O -0.528; O -0.376; Si 0.132; P 0.561; H -0.062; H -0.030; H -0.027; H -0.057; H -1.000